Record 1
Molecular formula: C24H29N3O3PtS4Si
Method: DFT, wB97M-V/def2-TZVPD

The relative energy (zero: lowest compared OMol25 entry of this formula, charge and spin) is 32.2 kcal per mole. Its LUMO energy is 4.36 eV. Its frontier orbital gap is 5.4485 eV. As for the charge: -2.

Each line ends with the natural charge from an NBO analysis.
Atoms and positions in Å:
N 0.9309 -2.0746 -1.2757  -0.396
C -4.6562 -1.0545 0.2627  -0.264
H 1.5687 4.3397 -2.6030  0.221
C -0.1816 -2.7822 -1.2621  0.075
S -1.9305 -0.2279 0.1933  -0.246
O -4.8128 -4.2517 -1.4010  -0.726
H -4.3353 -1.1167 -0.7822  0.175
H 1.0028 -5.9276 -1.1117  0.221
H 5.0683 0.7897 1.6901  0.201
C 4.1654 -1.5986 3.9120  -0.279
S 0.6552 -1.3320 1.9295  -0.254
H -4.2264 -4.3652 0.5774  0.153
O -4.4365 0.2363 0.7901  -0.538
Si -0.1683 2.5729 -1.9850  1.856
C 0.9987 -4.8473 -1.1763  -0.131
O -1.5903 -6.1127 -1.1791  -0.646
H -5.7321 -1.2162 0.3325  0.180
C 0.6683 3.2336 1.9138  -0.275
C 2.1695 -4.1102 -1.2285  -0.274
C -1.5010 -4.9055 -1.0099  0.680
H -1.5110 0.7515 -3.0437  0.222
C -0.4499 0.9182 -2.8458  -1.148
H 1.4872 6.3791 2.9319  0.182
H -0.0878 0.0815 -2.2439  0.274
H 4.5459 -2.1635 4.7564  0.184
C 0.8998 5.8038 0.9357  -0.200
H -1.8981 3.6112 -3.4681  0.207
H 2.9729 -2.0911 -1.1970  0.212
H -2.3868 -3.1760 -0.3446  0.424
H -3.8108 -5.7453 -0.4822  0.202
H 0.5532 2.2371 2.3198  0.229
C -3.1730 0.7708 0.8277  -0.005
H -4.1260 -1.8163 0.8414  0.180
C 1.3253 3.3179 -2.8936  -1.135
N -2.5639 -4.1303 -0.6287  -0.649
H 2.2064 2.7038 -2.6906  0.238
C 0.5267 4.7705 0.0927  -0.338
C 3.1498 -0.1413 1.7551  -0.206
C 0.4233 3.4311 0.5350  0.319
S 2.5630 0.7242 0.3462  -0.192
C -1.6796 3.6391 -2.3965  -1.137
N 0.0569 2.4074 -0.2947  -1.144
C 1.1846 5.5730 2.2738  -0.323
H 1.1365 3.3053 -3.9718  0.206
H 0.3088 5.0117 -0.9385  0.190
C 2.0891 -2.7198 -1.2440  0.071
H 0.9689 6.8087 0.5292  0.179
C 1.0506 4.2684 2.7420  -0.205
H 0.0884 0.9113 -3.7976  0.213
H -1.5512 4.6818 -2.1042  0.220
C 2.3249 -1.0763 2.4124  -0.201
H 2.2283 -2.5212 3.9808  0.192
H 1.2492 4.0448 3.7849  0.190
H -4.7079 -3.3019 -1.5266  0.468
H -1.0873 -2.1883 -1.3224  0.204
S -3.0571 2.2862 1.4572  -0.187
H -2.5401 3.2493 -1.8478  0.245
C 4.4575 0.0532 2.1995  -0.229
H 3.1363 -4.5971 -1.2240  0.205
H 5.9867 -0.4898 3.6041  0.185
C 4.9702 -0.6643 3.2690  -0.265
C -0.2151 -4.1677 -1.1559  -0.208
C 2.8631 -1.7968 3.4815  -0.188
Pt 0.3105 0.4584 0.4156  0.499
C -3.8746 -4.6617 -0.4169  0.086

***

Record 2
Molecular formula: C24H29N3O4
Method: DFT, wB97M-V/def2-TZVPD

The relative energy (zero: lowest compared OMol25 entry of this formula, charge and spin) is 48.0 kcal per mole. Its LUMO energy is 0.69 eV. Its frontier orbital gap is 8.6220 eV. As for the SMILES: COC[C@@H](C)n1c(C)cc(C(=O)COC(=O)c2c(C)nn(-c3ccccc3)c2C)c1C. As for the charge: 0.

Each line ends with the natural charge from an NBO analysis.
Atoms and positions in Å:
C -1.0673 1.6999 1.3036  0.206
H 3.3038 3.4095 0.7168  0.211
H 3.4045 -0.1916 -2.5030  0.265
C -1.6054 0.6068 -2.1793  -0.677
H 1.7659 -3.2254 1.3517  0.213
H 0.7157 -4.2738 -0.4881  0.170
H 3.8393 -3.5931 -0.8594  0.212
H -7.3691 -1.3521 -0.4753  0.215
H 4.1607 -3.6074 0.8724  0.222
C 3.4078 -3.8072 0.1136  -0.612
H -0.2752 -1.7236 1.2928  0.175
H -5.4846 -2.2347 -1.7985  0.217
C 3.1157 0.5490 0.0164  -0.266
N 2.5072 -1.5434 0.4626  -0.345
C 2.1680 -2.9477 0.3724  -0.063
H 2.4198 -0.7417 3.7602  0.234
C -4.8982 0.6204 0.7111  -0.230
C -3.8386 0.1385 -0.0534  0.215
H -3.2346 -1.3175 -1.5179  0.225
C -6.3803 -0.9368 -0.3524  -0.215
H 3.1448 -4.8613 0.1512  0.214
C -0.5749 1.6065 -0.0274  -0.270
H 2.9192 -2.3290 3.1780  0.214
C 3.4618 1.7681 -0.7008  0.581
H 0.5304 1.7439 2.6881  0.230
H 3.0007 1.2095 2.1411  0.218
O 1.4558 2.7114 0.3178  -0.507
C 2.7619 3.0183 -0.1467  -0.175
C 1.0717 -3.2465 -0.6732  -0.062
H -1.2504 -0.4151 -2.3192  0.241
C 2.5325 -0.8600 1.6616  0.142
H 1.9013 -1.1001 -2.3790  0.227
H 1.2231 -1.8333 3.0714  0.212
N -2.2648 1.1690 1.3748  -0.292
H -0.1600 3.3200 2.3264  0.230
C 0.6890 2.0619 -0.5813  0.793
H -1.7248 -1.8942 0.2899  0.195
C -1.5785 0.9555 -0.7417  0.264
H -4.7056 1.4101 1.4195  0.242
C -0.7583 -2.3349 0.5244  -0.251
H -1.0594 2.1819 3.3569  0.227
O 1.0424 1.8866 -1.7267  -0.615
C -6.1613 0.0832 0.5597  -0.197
C -4.0515 -0.9024 -0.9510  -0.260
N -2.5736 0.7131 0.1429  -0.209
C -0.4012 2.2730 2.4972  -0.641
C 2.8794 0.4339 1.4110  -0.268
C 2.2545 -1.4861 2.9857  -0.646
H -0.9156 -3.3492 0.9092  0.165
H -0.9185 1.2631 -2.7077  0.269
O 4.2236 1.8416 -1.6384  -0.546
O -0.0132 -2.3539 -0.6707  -0.541
H -2.6079 0.7019 -2.5929  0.226
H 1.4772 -3.2007 -1.6838  0.197
H 2.7263 3.7744 -0.9382  0.217
H -6.9792 0.4643 1.1524  0.217
H 3.4616 -1.9313 -2.2041  0.208
C -5.3234 -1.4285 -1.0984  -0.200
C 2.9156 -1.0149 -1.9896  -0.664
C 2.8853 -0.6990 -0.5394  0.239

***

Record 3
Molecular formula: C24H29N4O3
Method: DFT, wB97M-V/def2-TZVPD

Its LUMO energy is -4.16 eV. Its frontier orbital gap is 5.1230 eV. As for the charge: +1.

Each line ends with the natural charge from an NBO analysis.
Atoms and positions in Å:
C 0.3505 -3.4985 -0.8069  -0.044
H 3.5942 -1.9848 3.6279  0.191
H 3.1628 4.2056 -2.0872  0.235
C 0.5605 -2.1018 -0.5404  -0.028
H -2.6326 -1.1178 -0.8891  0.243
C 0.7751 -4.4630 0.1229  -0.178
O 0.8791 0.6649 -0.0243  -0.504
H 2.6857 3.2632 -3.9913  0.184
C -0.3302 -3.9486 -1.9531  -0.197
O 1.1644 2.5152 -2.8301  -0.504
C -0.5768 -5.2861 -2.1478  -0.198
H -1.4121 -1.4156 2.7311  0.190
C -1.0737 1.1837 -1.2132  0.356
H 2.5081 -2.6103 2.2792  0.131
H -0.9740 -3.7609 2.8732  0.197
C -0.1911 -3.6211 3.6165  -0.408
H -0.5981 -3.8219 4.6061  0.181
H -0.7657 -1.3523 -1.9790  0.198
N -2.3690 0.8510 -1.5774  -0.273
C 1.1641 5.1157 0.4588  -0.304
H -1.0725 -0.9464 4.4078  0.180
H -2.0939 5.1737 2.5443  0.211
H -0.3391 5.0247 2.7531  0.188
H 1.1988 -1.8277 0.2814  0.233
C 2.3017 4.2092 -1.4444  -0.300
C -1.1312 5.2487 2.0381  -0.254
H -1.1009 -5.6140 -3.0311  0.224
H -4.0666 -0.3915 -1.6030  0.238
H 1.1586 5.7961 1.2912  0.236
H -2.7576 -0.9118 -2.6552  0.227
C -2.9855 -0.4702 -1.6876  -0.413
N -1.0238 2.5651 -1.1358  -0.268
O -1.1133 4.3155 0.9837  -0.503
C -3.1082 2.0144 -1.6817  -0.039
C 0.0573 4.3013 0.2198  0.322
C 1.2236 3.3707 -1.7263  0.326
H 2.2422 1.5695 -4.2709  0.208
H 3.1521 1.9992 -2.8089  0.189
H -0.1099 -0.2719 3.0839  0.210
C -0.0984 -1.1001 -1.1800  -0.368
C -0.1614 -6.2126 -1.2082  -0.165
C 2.3848 2.3342 -3.5075  -0.253
C 0.5161 -5.7977 -0.0743  -0.209
C -0.6257 -1.1625 3.4390  -0.401
H -2.5816 4.0978 -1.3331  0.264
H 1.2691 -4.1372 1.0210  0.217
C 2.6155 -2.2304 3.2738  -0.065
C 2.2678 5.0631 -0.3640  -0.140
H -0.6559 -3.2407 -2.6929  0.202
N 1.6003 -1.9858 3.9910  -0.239
N 0.3301 -2.2584 3.5558  -0.358
C -0.0238 0.2743 -0.7817  0.450
H -4.1671 2.0527 -1.8877  0.252
C -2.2927 3.0617 -1.4097  -0.002
H 0.6116 -4.3288 3.4212  0.202
H -0.3595 -7.2596 -1.3635  0.227
H 3.1071 5.7114 -0.1710  0.234
H -1.0170 6.2581 1.6426  0.184
H 0.8226 -6.5212 0.6649  0.228
C 0.1053 3.4101 -0.8700  0.064

***

Record 4
Molecular formula: C24H29N6S4Sr
Method: DFT, wB97M-V/def2-TZVPD

The relative energy (zero: lowest compared OMol25 entry of this formula, charge and spin) is 99.7 kcal per mole. Its LUMO energy is -2.36 eV. Its frontier orbital gap is 7.2576 eV. As for the charge: +1.

Each line ends with the Mulliken charge.
Atoms and positions in Å:
C 2.3659 1.1191 1.9828  -0.284
H 4.1697 2.2320 2.1690  0.427
C 0.7972 -0.8604 -3.4797  0.416
C -4.4271 -1.3357 1.7808  -0.560
C -5.4693 1.0438 0.6494  -0.803
H -0.7587 -1.2869 -6.4497  0.443
H -2.0127 -0.2444 2.7403  0.699
H 2.1864 5.1530 -1.5589  0.206
C -2.2088 1.4088 1.2493  -1.576
C 0.5726 -1.3207 -4.7744  -1.160
N 2.3426 2.9164 0.6741  -1.357
S 0.8344 2.7935 -1.6330  -0.424
H 5.0084 -2.7674 -2.8158  0.437
C -3.2118 -2.2180 1.5079  -0.918
N 1.5084 -1.0420 1.2968  0.461
C -1.1492 0.3398 -3.5338  -0.060
H -2.8326 -2.6411 2.4376  0.379
C -0.5708 -0.9314 -5.4452  -0.355
C 2.0296 -1.1856 -2.6981  0.800
H -1.4262 2.1918 1.2925  0.948
C 3.1947 -0.7929 -0.7762  -0.064
C 1.1342 -2.8179 2.8761  -0.934
C 3.0526 -1.9827 -3.2035  -0.910
H -4.9675 2.0597 -1.2186  0.389
H 2.9773 -2.4567 -4.1704  0.335
N 2.4036 4.6757 -0.7046  -0.404
Sr -0.4545 0.6631 -0.1199  0.711
H 5.1659 -1.6173 -0.5915  0.490
H -2.3566 0.2818 -5.3035  0.417
C -4.5926 1.9788 -0.1981  -0.720
H 0.8889 -2.9223 0.7525  0.473
N 2.0861 -0.6328 -1.4876  0.742
H -4.5598 2.9837 0.2204  0.393
H -4.1453 -0.4660 2.3747  0.144
H -3.4684 -3.0453 0.8453  0.488
C 1.1528 -2.2957 1.5964  -0.401
H -2.9946 1.7353 1.9233  0.326
C 4.2836 -1.5324 -1.2101  -1.213
H 1.4976 -2.3443 4.9433  0.466
H 1.2810 -1.9732 -5.2605  0.346
H -5.2780 1.1996 1.7118  0.341
H -5.1194 -1.9174 2.3904  0.494
N 1.8491 1.6765 0.9392  1.473
H -6.5126 1.3115 0.4838  0.485
C 3.4375 1.7512 2.8154  -1.978
C 1.8904 3.4480 -0.4613  0.468
C 1.5054 -1.9849 3.9222  -0.674
H 2.2272 -0.0269 4.4239  0.538
S -2.9157 1.3547 -0.4389  0.590
H 3.9358 1.0169 3.4450  0.552
H 3.0292 2.5454 3.4460  0.320
S -1.8203 -1.4018 0.6442  0.469
C 1.9086 -0.6955 3.6366  -0.872
N -0.0549 -0.0392 -2.8698  0.517
S -5.3180 -0.7347 0.3135  -0.062
H -1.8004 1.0462 -3.0304  0.362
C -1.5874 0.0190 1.7773  -2.231
C -1.4592 -0.0715 -4.8167  -1.142
H -0.5060 0.1541 1.9652  1.079
H 3.2165 -0.3028 0.1910  0.259
H 0.8468 -3.8467 3.0412  0.475
H 3.0972 5.0440 -0.0771  0.224
C 1.9050 -0.2515 2.3119  1.088
C 4.1960 -2.1573 -2.4436  -0.569

***

Record 5
Molecular formula: C24H29O4
Method: DFT, wB97M-V/def2-TZVPD

Its LUMO energy is -3.90 eV. Its frontier orbital gap is 6.5212 eV. As for the charge: +1.

Each line ends with the natural charge from an NBO analysis.
Atoms and positions in Å:
H -1.0285 0.2464 4.0871  0.240
C -1.9660 1.1277 2.3907  -0.040
H -1.5316 1.2811 -0.3204  0.188
H 7.3226 7.3938 2.4896  0.198
H -5.9216 6.7417 3.3108  0.185
H -0.7617 -0.6867 2.5720  0.234
C -2.9842 6.8742 2.4323  -0.005
C 4.3963 7.2893 3.3490  0.311
C 4.3235 6.3814 2.2761  -0.008
H -4.2790 8.0018 1.1871  0.226
H -4.7506 6.3153 1.3267  0.220
H -5.6679 8.4736 3.0211  0.199
C -0.6781 3.0396 1.5478  0.963
C 0.4362 4.0925 1.5624  -0.319
C -0.7133 6.1289 2.6494  -0.087
H -1.8338 6.0765 0.7726  0.208
H -1.9229 7.1982 5.6622  0.236
H 1.9330 2.6193 1.8339  0.211
H -2.2722 0.8887 1.3759  0.196
H 3.0313 5.1877 1.0321  0.205
H 7.0735 6.0381 3.6002  0.188
C -3.0145 7.1652 3.8099  0.299
H -2.3476 -0.7813 3.4146  0.255
C -4.3394 7.1590 1.8793  -0.471
C 3.0737 5.9219 1.8615  -0.228
H 0.1142 6.1890 4.6448  0.230
C 0.5526 5.6673 1.9341  -0.173
H 1.1445 3.1684 3.3874  0.231
O -0.6494 2.0064 2.2927  -0.439
H 0.5062 6.0127 0.8435  0.226
H 3.3397 8.5964 4.6868  0.240
H 2.3078 4.1729 2.5802  0.257
O 5.6760 7.5745 3.7490  -0.469
H 1.1246 7.8925 3.8333  0.235
C 5.7208 6.0468 1.8931  -0.470
H 5.8868 4.9708 1.8597  0.225
O -4.2537 7.5821 4.2400  -0.475
C -1.8877 6.9416 4.6109  -0.257
C 1.5053 3.4563 2.4011  -0.634
C 6.5648 6.7665 2.9550  -0.063
H 0.6770 4.0695 0.4519  0.239
C -1.6306 2.3289 -0.5949  -0.040
C -1.5027 -0.0966 3.1525  -0.656
O -1.6801 3.1748 0.6993  -0.539
H -0.7382 2.6675 -1.1327  0.209
C -2.9292 2.6062 -1.2744  -0.646
H 5.9220 6.4329 0.8974  0.225
C -1.8501 6.3039 1.8569  -0.220
H -2.7269 1.7300 2.8943  0.227
C 1.8914 6.3142 2.5234  -0.072
H -3.7909 2.3682 -0.6362  0.233
H -2.9976 2.0130 -2.1988  0.249
C 1.9937 7.3660 3.4620  -0.187
C 3.2357 7.8352 3.9174  -0.260
C -0.7629 6.3715 4.0291  -0.204
H -2.9902 3.6653 -1.5463  0.236
C -5.1618 7.5100 3.1193  -0.062

***

Record 6
Molecular formula: C24H30BBrClFKN2NaO10PS
Method: DFT, wB97M-V/def2-TZVPD

Its LUMO energy is -6.31 eV. Its frontier orbital gap is 0.9961 eV. As for the charge: +1.

Each line ends with the Mulliken charge.
Atoms and positions in Å:
O -5.5396 3.2287 -0.7916  -0.489
H 8.0703 -2.3429 0.9141  0.449
C -0.6028 2.6268 -0.7697  0.303
H -6.5840 -2.0720 -4.7169  0.442
C -0.6455 0.7466 -2.7880  -0.581
H -2.7754 3.1625 1.7240  0.191
Na -5.5429 1.9563 2.4457  0.999
O 0.8998 3.6079 -2.6852  -0.606
N 7.9539 -4.3290 1.4088  -0.570
H 11.8205 -4.3827 1.1867  0.336
C 8.6350 -5.4419 1.6410  -0.003
N -1.1351 3.1940 0.3242  0.290
O 1.9394 3.2209 -0.6176  -0.489
Br 10.5199 -4.6591 4.0286  -0.368
H -9.4402 -0.9256 -1.6225  0.500
H -6.1030 3.9905 -0.9696  0.330
H 8.0379 -6.3127 1.8853  0.346
O -7.9135 -5.1153 -1.7385  -0.525
C -8.0160 -1.3239 -3.2399  0.471
H 10.5516 -2.2836 0.7380  0.383
Cl -0.3619 6.1659 -0.0342  -0.081
H 1.4492 4.4037 -2.7409  0.328
H -2.1433 5.2048 2.1241  0.273
H -5.8249 0.9187 -3.0924  0.552
H -6.2081 1.5260 0.7573  -0.645
O 3.4304 2.4895 2.3618  -0.578
H 8.4779 -0.4432 3.9980  0.377
C -2.5316 1.0456 -0.9664  0.528
H -9.3792 -3.2399 -0.7082  0.430
C -7.9440 -3.9919 -2.1857  0.302
C 6.1806 -1.9132 3.1892  -0.840
C -6.1633 2.0468 -1.3218  0.135
H 10.5359 -6.4544 1.7845  0.409
C -3.0275 1.7203 0.2198  -0.917
H 5.2349 -2.4361 3.3192  0.381
C 10.7412 -4.3644 1.2483  -0.287
C -7.1344 -3.6084 -3.3682  -0.390
C 8.6598 -3.2351 1.0952  -0.128
H 6.9880 -2.5174 3.6041  0.368
C -8.8265 -1.7047 -2.0583  -0.395
C -1.2876 1.4814 -1.4685  -0.694
F -1.2867 7.9693 1.6584  -0.847
C -7.1682 -2.3707 -3.8557  -0.290
H -6.5214 -4.3862 -3.8051  0.429
C 10.0398 -3.1998 0.9982  -0.390
O 5.0879 0.4948 3.3506  -0.738
O -2.8191 -1.0403 -2.0346  -0.563
C -8.7943 -2.9417 -1.5692  -0.360
O -8.0469 -0.1932 -3.6863  -0.605
H 4.1856 1.9834 2.7082  0.407
H -4.4159 1.8525 -2.6446  0.257
C -2.3424 2.7263 0.8255  0.524
B 0.7986 3.1688 -1.4027  0.883
H 7.7974 0.2717 2.5049  0.260
C 10.0290 -5.5223 1.5852  -0.511
C 7.7220 0.2297 3.5921  -0.880
H 6.3535 -1.7316 2.1296  0.157
C -3.3427 -0.0488 -1.5806  0.319
C -5.2204 1.2273 -2.2209  -0.612
H -7.8366 1.5746 -0.0581  0.521
S 6.0900 -0.3523 4.0673  0.427
H 0.7556 -0.7534 -4.0627  0.459
P -0.2916 4.5428 1.1932  0.353
H -6.8102 0.1643 -0.2692  0.245
H -7.0143 2.3805 -1.9392  0.678
H -3.9783 1.4133 0.6540  -0.237
H 3.8347 3.1739 1.8184  0.325
H 1.8798 2.5306 0.0615  0.307
H 7.8636 1.2263 4.0062  0.334
C 0.0397 -0.0596 -3.4604  -0.064
O -4.7265 0.0147 -1.6200  -0.332
O -1.2539 4.9639 2.4426  -0.390
C -6.7851 1.2545 -0.1394  -0.574
K 0.9343 -0.2784 -1.2832  0.968